Computed, not measured: a structure of composition C37H47N8PSV, with the ωB97M-V functional and the def2-TZVPD basis.

Positions of all 95 atoms, in Å:
V1 1.125 0.103 0.930
N1 1.872 1.852 1.830
C1 3.104 1.237 2.297
C2 4.320 1.675 1.782
C3 5.490 1.048 2.161
C4 5.442 -0.019 3.055
C5 4.231 -0.446 3.562
C6 3.026 0.168 3.197
C7 1.721 -0.300 3.738
C8 1.595 -0.682 5.073
C9 0.375 -1.143 5.544
C10 -0.718 -1.214 4.689
C11 -0.589 -0.829 3.359
C12 0.631 -0.374 2.858
H1 2.073 2.683 1.283
H2 1.269 2.103 2.612
H3 4.345 2.515 1.097
H4 6.438 1.398 1.775
H5 6.356 -0.511 3.360
H6 4.200 -1.275 4.258
H7 2.439 -0.603 5.747
H8 0.273 -1.432 6.582
H9 -1.673 -1.559 5.064
H10 -1.456 -0.879 2.708
N2 4.209 -0.750 -1.795
C13 4.160 0.579 -2.204
C14 4.886 1.290 -3.152
C15 4.546 2.617 -3.316
C16 3.516 3.215 -2.570
C17 2.798 2.503 -1.632
C18 3.140 1.164 -1.449
N3 2.604 0.199 -0.606
C19 3.266 -0.913 -0.851
C20 2.921 -2.105 -0.094
C21 3.438 -3.358 -0.072
S1 2.621 -4.291 1.107
C22 1.647 -2.967 1.504
N4 1.893 -1.890 0.802
H11 4.835 -1.458 -2.142
H12 5.674 0.834 -3.736
H13 5.081 3.213 -4.042
H14 3.282 4.256 -2.746
H15 1.985 2.958 -1.080
H16 4.243 -3.772 -0.657
H17 0.894 -2.997 2.280
N5 -0.344 0.374 0.216
P1 -1.762 0.298 -0.607
N6 -2.594 -1.009 -0.106
C23 -1.886 -2.300 0.000
C24 -2.883 -3.442 0.193
C25 -4.122 -3.209 -0.663
C26 -4.863 -1.942 -0.201
C27 -3.920 -0.982 0.526
N7 -1.427 0.112 -2.186
C28 -2.075 -0.836 -3.097
C29 -1.051 -1.863 -3.622
C30 0.377 -1.391 -3.347
C31 0.514 0.082 -3.717
C32 -0.420 0.947 -2.847
N8 -2.558 1.685 -0.334
C33 -2.465 2.424 0.934
C34 -3.844 2.777 1.475
C35 -4.672 3.510 0.424
C36 -4.749 2.695 -0.864
C37 -3.356 2.359 -1.374
H18 -1.170 -2.261 0.829
H19 -1.316 -2.456 -0.921
H20 -3.167 -3.520 1.245
H21 -2.391 -4.381 -0.065
H22 -4.784 -4.073 -0.624
H23 -3.816 -3.110 -1.708
H24 -5.679 -2.200 0.475
H25 -5.313 -1.436 -1.058
H26 -3.813 -1.257 1.579
H27 -4.301 0.035 0.499
H28 -2.506 -0.262 -3.922
H29 -2.901 -1.317 -2.579
H30 -1.188 -1.985 -4.698
H31 -1.226 -2.846 -3.179
H32 1.085 -1.996 -3.915
H33 0.620 -1.526 -2.285
H34 0.265 0.209 -4.773
H35 1.543 0.426 -3.600
H36 -0.928 1.703 -3.454
H37 0.146 1.477 -2.080
H38 -1.895 3.343 0.748
H39 -1.901 1.827 1.651
H40 -3.721 3.390 2.369
H41 -4.358 1.864 1.786
H42 -4.213 4.481 0.210
H43 -5.672 3.718 0.805
H44 -5.280 3.248 -1.641
H45 -5.312 1.772 -0.693
H46 -2.836 3.281 -1.660
H47 -3.403 1.720 -2.255

Properties
Lowest unoccupied orbital energy (alpha / beta): -5.5 / -5.5 eV
Total charge: +2
ΔE to the lowest compared entry with this formula, charge and spin: 0.000 eV
Max |F|: 0.33 eV/Å
Multiplicity: 2
Frontier orbital gap (alpha / beta): 7.86 / 8.02 eV